Formula: C45H95F2MnN6O9S2
Source: OMol25
Level of theory: ωB97M-V/def2-TZVPD

Output
Orbital gap (alpha / beta) ... 3.91 / 3.60 eV
Energy above the lowest of the compared OMol25 structures with the same formula, charge and spin ... 0.000 eV
Net charge ... +1
2S+1 ... 6
Largest force on an atom ... 7.7 eV/Å
E ... -133983.205 eV
E_HOMO (alpha / beta) ... -9.482 / -9.482 eV

```
160
Properties=species:S:1:pos:R:3:forces:R:3
Mn -0.100 1.740 -2.408 0.10 -0.57 -1.54
N 0.398 0.236 -1.249 -1.77 -1.19 2.92
S 1.554 -0.794 -0.897 7.45 -1.64 -1.26
O 1.263 -2.165 -1.165 -0.92 0.95 0.19
O 2.441 -0.470 0.185 -1.94 0.11 -0.38
F 2.523 -0.363 -2.121 -0.88 0.09 -0.31
S -0.628 -0.330 0.044 -4.20 0.89 2.02
O -0.152 -0.119 1.373 0.58 -0.04 -1.57
O -1.426 -1.477 -0.238 1.18 0.91 -0.80
F -1.673 0.901 -0.157 0.70 0.00 -0.84
C 2.496 3.491 4.184 -0.36 0.15 -0.71
C 2.256 2.071 4.683 1.41 -0.96 1.81
C 3.079 1.904 6.008 -0.35 -0.15 0.86
C 2.697 0.681 6.886 -0.09 0.11 -1.47
C 1.194 0.593 7.112 0.48 0.80 0.62
C 0.418 0.577 5.808 0.96 -0.08 -0.95
N 0.853 1.749 5.002 -0.47 1.20 -0.26
O 0.108 1.787 3.794 0.05 0.08 -0.01
C 0.635 -0.730 5.034 -0.61 -1.39 0.63
C -1.072 0.651 6.081 -0.37 0.46 0.62
C 2.884 1.116 3.668 0.50 -0.37 -0.89
H 2.017 3.587 3.205 -0.20 0.31 0.13
H 3.558 3.656 3.992 0.10 -0.31 0.16
H 2.197 4.302 4.846 -0.43 -0.26 0.11
H 4.147 1.804 5.804 -0.04 0.08 -0.41
H 3.019 2.783 6.655 -0.37 0.24 -0.28
H 3.247 0.760 7.821 0.06 -0.33 0.00
H 3.017 -0.172 6.280 0.21 -0.37 0.59
H 0.960 1.486 7.704 -0.45 0.09 -0.23
H 0.896 -0.238 7.754 0.13 -0.25 -0.21
H 0.281 -1.580 5.635 -0.33 0.25 0.18
H -0.039 -0.746 4.176 0.44 -0.04 -0.32
H 1.637 -1.100 4.820 0.12 0.76 -0.40
H -1.336 1.500 6.717 0.27 0.02 0.08
H -1.711 0.765 5.208 0.33 -0.28 -0.21
H -1.321 -0.261 6.628 -0.26 0.00 -0.07
H 3.093 0.121 4.058 -0.28 0.02 0.03
H 3.852 1.462 3.294 0.01 0.34 0.35
H 2.323 1.018 2.732 -0.24 -0.16 0.15
H 0.535 1.154 3.195 -0.17 -0.09 0.06
C 6.147 -1.935 -3.918 0.14 -0.20 1.01
C 5.160 -1.693 -5.073 0.79 -0.45 0.16
C 4.765 -0.234 -5.004 -1.78 0.46 -0.42
C 4.164 0.326 -6.310 0.87 -0.61 0.67
C 5.146 0.167 -7.457 -0.01 1.17 -0.22
C 5.700 -1.271 -7.615 -1.63 -0.20 -0.06
N 5.916 -1.903 -6.303 1.20 1.19 0.13
O 6.530 -3.172 -6.383 -1.10 0.31 -0.23
C 4.602 -2.063 -8.350 0.24 -0.68 -0.47
C 7.004 -1.243 -8.391 0.01 1.03 0.68
C 3.920 -2.637 -4.926 0.00 0.98 -0.12
H 6.501 -2.962 -3.839 -0.28 -0.08 -0.17
H 5.719 -1.667 -2.945 -0.42 -0.20 -0.12
H 7.058 -1.333 -3.935 -0.16 0.19 -0.70
H 3.894 -0.160 -4.342 0.39 -0.14 0.68
H 5.532 0.421 -4.593 0.25 -0.13 -0.25
H 3.919 1.360 -6.057 -0.06 0.16 -0.60
H 3.243 -0.227 -6.533 -0.10 0.08 0.00
H 5.903 0.958 -7.397 0.51 -0.51 0.61
H 4.662 0.526 -8.374 -0.13 -0.72 -0.23
H 4.973 -3.079 -8.526 -0.14 -0.05 0.00
H 3.688 -2.148 -7.763 -0.01 0.11 0.03
H 4.327 -1.685 -9.337 0.19 0.23 0.04
H 6.885 -0.654 -9.301 -0.10 -0.43 -0.28
H 7.653 -0.625 -7.763 0.40 -0.35 -0.09
H 7.435 -2.226 -8.542 -0.02 0.03 -0.17
H 3.312 -2.647 -5.833 0.37 -0.42 -0.26
H 3.201 -2.219 -4.217 0.35 -0.20 0.57
H 4.242 -3.625 -4.611 -0.25 -0.13 -0.13
H 5.787 -3.732 -6.661 0.40 -0.45 0.03
C -3.293 5.979 4.377 0.35 -0.83 1.01
C -4.211 4.857 3.842 0.08 -0.10 -0.52
C -4.735 5.382 2.476 -1.56 -0.29 0.99
C -5.465 4.357 1.594 1.38 0.45 -0.43
C -4.552 3.140 1.464 -1.64 -0.64 -2.01
C -4.069 2.549 2.759 1.08 -1.22 0.95
N -3.435 3.618 3.554 -0.21 1.38 -0.61
O -2.726 3.172 4.677 -0.90 -0.44 0.16
C -5.228 1.743 3.400 -0.74 0.12 -0.08
C -2.969 1.519 2.508 1.00 0.01 -0.65
C -5.359 4.667 4.864 0.03 0.53 -0.29
H -2.464 5.592 4.977 0.00 -0.38 -0.31
H -3.842 6.529 5.142 -0.14 0.61 -0.53
H -2.852 6.590 3.595 -0.22 0.22 0.04
H -5.499 6.124 2.727 0.42 0.46 -0.04
H -3.901 5.867 1.976 -0.08 -0.18 -0.37
H -5.580 4.827 0.612 0.07 -0.11 -0.10
H -6.496 4.108 1.847 0.17 -0.02 0.73
H -3.841 3.284 0.642 0.88 0.52 0.83
H -5.148 2.385 0.925 -0.12 -0.33 0.55
H -6.145 2.334 3.342 -0.04 -0.12 0.49
H -5.487 0.821 2.869 0.46 0.18 -0.52
H -5.045 1.342 4.400 0.13 0.64 0.23
H -2.667 0.911 3.359 -0.59 0.01 0.16
H -3.245 0.869 1.677 -0.24 -0.16 0.16
H -2.016 1.982 2.240 -0.20 0.37 -0.12
H -5.978 3.793 4.677 0.17 -0.07 0.25
H -6.023 5.533 4.797 0.01 0.01 -0.07
H -4.972 4.720 5.882 -0.02 -0.51 0.05
H -3.413 2.845 5.288 0.32 -0.01 0.14
C -3.997 -4.250 3.083 -0.65 -1.62 1.00
C -2.901 -3.442 3.806 -0.09 0.26 -1.48
C -3.003 -3.694 5.310 -0.51 -0.62 -0.24
C -2.374 -5.013 5.733 0.47 0.54 0.24
C -0.964 -5.110 5.176 0.75 -0.28 -0.33
C -0.849 -4.983 3.629 -0.18 -0.68 0.87
N -1.552 -3.759 3.290 0.65 1.18 1.13
O -1.356 -3.340 1.952 -1.00 -1.03 0.39
C 0.641 -4.833 3.290 0.08 1.14 0.06
C -1.417 -6.269 3.013 -0.67 -0.83 -1.01
C -3.198 -1.970 3.552 -0.39 1.33 0.50
H -4.987 -4.153 3.542 0.00 0.99 -0.24
H -4.099 -4.158 2.003 0.22 0.28 -0.01
H -3.896 -5.314 3.333 0.56 -0.01 -0.46
H -2.632 -2.848 5.890 0.29 -0.02 -0.12
H -4.078 -3.769 5.499 0.01 0.29 0.23
H -2.335 -5.033 6.824 0.04 -0.13 0.01
H -2.993 -5.862 5.442 0.06 0.00 -0.18
H -0.495 -6.053 5.473 -0.10 -0.12 -0.12
H -0.285 -4.348 5.569 -0.39 0.25 0.28
H 0.840 -4.567 2.251 -0.23 -0.72 -0.22
H 1.235 -5.673 3.644 -0.12 -0.19 -0.25
H 1.042 -3.936 3.778 -0.23 -0.10 0.39
H -1.851 -6.120 2.016 0.30 0.22 -0.09
H -2.244 -6.759 3.535 0.05 0.46 0.45
H -0.705 -7.088 2.889 0.40 0.35 0.08
H -3.564 -1.642 2.577 0.19 -0.66 -0.27
H -3.999 -1.666 4.237 -0.08 -0.14 0.02
H -2.387 -1.276 3.787 0.33 -0.45 0.08
H -1.962 -3.954 1.500 0.32 0.39 -0.69
C 1.010 2.183 -6.829 0.11 -0.98 0.41
C -0.221 2.270 -5.908 1.17 1.12 -0.96
C -1.513 2.303 -6.744 -0.44 -1.57 0.32
C -1.923 0.922 -7.281 0.05 -0.72 0.58
C -2.094 -0.008 -6.065 -1.12 1.72 -0.08
C -0.810 -0.153 -5.244 -0.41 -2.39 -0.74
N -0.214 1.158 -4.922 -2.37 0.85 1.08
O 0.991 1.077 -4.203 0.49 -0.03 -0.24
C -1.096 -0.983 -3.968 0.26 0.64 -0.09
C 0.143 -1.055 -6.064 0.46 0.40 0.97
C -0.091 3.620 -5.168 0.08 0.00 0.38
H 1.914 2.292 -6.227 0.07 0.36 -0.21
H 0.987 2.928 -7.619 0.02 0.07 0.07
H 1.093 1.184 -7.260 -0.11 0.21 -0.35
H -2.300 2.603 -6.047 -0.22 0.24 -0.25
H -1.503 2.964 -7.608 0.55 0.52 0.41
H -1.231 0.458 -7.986 0.15 0.45 -0.15
H -2.882 1.023 -7.788 0.03 -0.05 -0.08
H -2.591 -0.953 -6.281 0.75 -0.34 -0.20
H -2.910 0.510 -5.540 0.35 -0.07 0.75
H -0.146 -1.188 -3.472 -0.20 0.14 0.39
H -1.844 -0.499 -3.331 0.23 0.19 0.25
H -1.512 -1.970 -4.165 -0.05 0.13 -0.46
H -0.260 -2.063 -6.108 -0.18 0.08 -0.32
H 0.382 -0.660 -7.046 0.06 -0.23 -0.03
H 1.036 -1.169 -5.436 0.33 -0.05 -0.48
H -0.699 4.389 -5.642 -0.09 -0.03 0.08
H 0.921 4.022 -5.103 0.09 -0.25 -0.14
H -0.429 3.536 -4.121 -0.37 0.03 0.09
H 1.699 0.736 -4.790 0.15 0.02 0.39
```
Forces are in eV/Å.